Record 1
C3H11NO | ωB97M-V/def2-TZVPD

- gap between HOMO and LUMO (hartree) = 0.3927
- energy relative to the best compared isomer or geometry (same formula, charge and spin) (kJ/mol) = 99.6
- structure (SMILES) = CCOC.N

Geometry as XYZ:
```
16
Properties=species:S:1:pos:R:3:forces:R:3:lowdin_charge:R:1
C -1.308735 0.050801 1.293768 0.278 0.187 -0.673 -0.0751
C -1.166458 -0.911090 0.101811 -0.798 -0.312 0.694 -0.2769
O -0.304105 -0.520202 -0.929891 0.841 -0.292 -0.390 -0.2244
C -0.156942 0.843178 -1.232881 -0.857 -0.184 -0.183 -0.1322
H -1.420190 -0.506194 2.214098 -0.131 -0.089 0.176 0.0702
H -0.403532 0.648673 1.371582 0.147 -0.104 0.266 0.0599
H -2.131637 0.754457 1.188473 -0.134 -0.057 -0.035 0.0717
H -2.144657 -1.168311 -0.335919 0.005 0.255 0.135 0.1142
H -0.777430 -1.857293 0.490167 0.154 0.075 -0.177 0.1118
H 0.251967 1.388443 -0.385542 0.127 0.282 -0.144 0.0674
H -1.118107 1.274017 -1.537688 -0.041 0.176 0.185 0.0934
H 0.477627 0.893186 -2.112170 0.312 0.059 0.110 0.0900
N 2.478809 -0.162892 0.269135 0.579 0.166 -0.413 0.0216
H 3.432656 -0.473927 0.093498 -0.059 -0.203 0.331 0.0101
H 2.413922 0.629119 -0.368394 -0.309 -0.052 0.153 -0.0026
H 1.876814 -0.881963 -0.120045 -0.113 0.093 -0.035 0.0010
```
Positions in Å, forces in eV/Å.

Record 2
C3H11NO2 | ωB97M-V/def2-TZVPD

- gap between HOMO and LUMO (spin up / spin down) (hartree) = 0.1071 / 0.3596
- net charge = -1
- <S²> = 0.750
- energy relative to the best compared isomer or geometry (same formula, charge and spin) (kJ/mol) = 128.2
- spin multiplicity = 2

Geometry as XYZ:
```
17
Properties=species:S:1:pos:R:3:forces:R:3:lowdin_spin:R:1
N -0.259908 -1.881405 1.430197 -0.297 -1.004 0.861 0.0075
C 0.869569 -1.015479 1.091011 -0.867 0.418 0.132 0.0157
C 1.115805 -1.164060 -1.390027 -0.637 1.035 0.474 0.0825
C 1.584361 -1.391502 -0.175126 1.298 0.234 0.167 0.0026
H 0.004110 -2.861573 1.520493 0.260 0.370 0.011 0.0011
H -1.099494 -1.912382 0.853841 0.636 0.835 -0.296 0.0180
H 1.503167 -0.890621 1.976824 0.343 -0.858 -0.208 0.0014
H 0.516042 0.005269 1.062050 -0.595 0.365 -0.652 0.0110
H 1.588688 -1.442099 -2.314541 0.275 -0.070 -0.070 0.0141
H 0.255296 -0.494747 -1.435060 -0.301 -0.556 -0.427 0.0426
H 2.614074 -1.725335 -0.057859 -0.144 -0.686 -0.001 0.0014
H -1.179845 2.933974 0.090827 -0.338 -0.354 0.286 0.0317
H -1.227179 3.097717 1.712388 -0.725 0.015 -0.238 0.0129
O -0.695670 2.982573 0.931444 1.325 0.208 0.119 0.1170
H -2.493458 2.381461 -1.697703 0.155 -0.120 0.130 0.1219
H -1.429798 1.445583 -2.202795 0.292 -0.264 -0.333 0.1268
O -1.665765 1.932620 -1.395961 -0.680 0.433 0.047 0.3917
```
Positions in Å, forces in eV/Å.

> What is the energy relative to the best compared isomer or geometry (same formula, charge and spin) in the first record?

99.6 kJ/mol

> energy relative to the best compared isomer or geometry (same formula, charge and spin) of number 1 (C3H11NO)?

99.6 kJ/mol

> Among the records above, which one has the highest energy relative to the best compared isomer or geometry (same formula, charge and spin)?

C3H11NO2